Record 1
This record from the Open Molecules 2025 dataset describes C2H3BF2O in the gas phase in a non-equilibrium geometry. The level of theory is ωB97M-V with the def2-TZVPD basis set.

```
9
Properties=species:S:1:pos:R:3:forces:R:3
B -1.031 0.790 -0.710 2.0 -0.2 2.8
C 0.199 0.209 0.694 -2.3 -0.8 -2.8
F -0.458 0.017 1.894 0.7 0.1 -0.5
C 0.768 -1.089 0.134 -0.2 1.3 -0.6
O 0.774 -2.189 0.514 0.0 -0.6 0.1
F 1.354 -0.738 -1.109 -0.4 -0.4 0.9
H -0.494 1.582 -1.362 0.3 0.3 -0.6
H -2.198 0.584 -0.792 0.3 -0.5 0.3
H 1.088 0.833 0.736 -0.4 0.7 0.4
```
Positions in Å, forces in eV/Å.

Summary:
Max |F|   3.7 eV/A
SMILES string   B[C@@H](F)C(=O)F
E_HOMO   -0.4078 hartree
Energy above the lowest of the compared OMol25 structures with the same formula, charge and spin   3.383 eV


Record 2
This record from the Open Molecules 2025 dataset describes a molecular structure, C2H3BN2O2S in a non-equilibrium geometry. The level of theory is ωB97M-V with the def2-TZVPD basis set.

```
11
Properties=species:S:1:pos:R:3:forces:R:3
B 1.214 0.822 0.077 -2.0 -1.4 -1.1
C -1.719 -1.469 -0.017 -1.7 -2.4 -0.1
C -2.778 -0.533 0.054 1.2 2.1 -0.2
N -0.472 -1.069 -0.059 1.4 -1.7 0.2
N -0.253 0.180 -0.026 -0.5 2.6 0.5
O 2.264 -0.015 0.022 0.8 3.1 -0.7
O 1.352 2.149 -0.019 1.4 1.0 -0.9
S -1.982 0.931 0.034 0.7 -0.9 0.2
H -2.028 -2.569 -0.054 1.3 1.6 0.0
H 2.139 -0.848 0.352 -0.6 -3.5 0.9
H 2.265 2.421 -0.365 -1.9 -0.6 1.0
```
Positions in Å, forces in eV/Å.

Summary:
Max |F|   3.6 eV/A
E_HOMO   -0.3453 hartree
Energy above the lowest of the compared OMol25 structures with the same formula, charge and spin   1.303 eV


Record 3
This record from the Open Molecules 2025 dataset describes 2 unconnected molecules or ions with the total composition C2H3BO2 in a non-equilibrium geometry. The level of theory is ωB97M-V with the def2-TZVPD basis set.

```
8
Properties=species:S:1:pos:R:3:forces:R:3
C -1.497 -0.133 1.021 1.8 2.1 0.3
C -1.407 -0.990 0.060 0.5 -0.7 0.1
O -1.160 -1.780 -0.740 -0.4 -0.4 -0.8
H -0.593 0.573 1.006 -1.6 -1.0 0.2
H -2.268 -0.058 1.750 -0.4 0.0 0.1
B 1.946 -2.376 0.464 -0.2 0.4 0.6
O 1.831 -1.434 -0.270 0.2 -0.2 -0.2
H 1.998 -3.148 1.351 0.1 -0.1 -0.4
```
Positions in Å, forces in eV/Å.

Summary:
Max |F|   2.8 eV/A
SMILES string   C=C=O.B=O
E_HOMO   -0.3394 hartree
Energy above the lowest of the compared OMol25 structures with the same formula, charge and spin   1.542 eV


Record 4
This record from the Open Molecules 2025 dataset describes a molecular structure, C2H3BeO3 in a non-equilibrium geometry. The level of theory is ωB97M-V with the def2-TZVPD basis set.

```
9
Properties=species:S:1:pos:R:3:forces:R:3
O -2.192 -1.101 3.244 1.1 0.4 -1.5
C -1.659 -0.871 2.258 -2.1 -0.8 3.0
O -1.192 -0.647 1.210 -2.1 -0.8 3.8
C 1.134 0.622 -1.363 2.0 1.3 -1.3
O -0.014 -0.041 -0.962 4.4 3.2 -8.4
Be -0.496 -0.428 0.068 -2.3 -2.8 4.2
H 1.683 0.057 -2.140 -0.4 0.2 0.4
H 0.897 1.614 -1.793 -0.1 -0.6 0.2
H 1.839 0.797 -0.520 -0.5 -0.2 -0.4
```
Positions in Å, forces in eV/Å.

Summary:
Max |F|   10.1 eV/A
Total charge   +1
E_HOMO   -0.5814 hartree
Energy above the lowest of the compared OMol25 structures with the same formula, charge and spin   0.000 eV


Record 5
This record from the Open Molecules 2025 dataset describes C2H3Br in the gas phase in a non-equilibrium geometry. The level of theory is ωB97M-V with the def2-TZVPD basis set.

```
6
Properties=species:S:1:pos:R:3:forces:R:3
C 0.058 0.402 -0.016 2.4 3.7 0.0
C -0.899 -0.436 0.033 -1.7 -4.8 -1.5
Br -2.761 0.032 0.000 0.7 -0.2 0.2
H 1.131 0.068 -0.088 -1.4 0.6 0.1
H -0.234 1.504 -0.018 1.0 -1.4 0.2
H -0.658 -1.558 -0.229 -1.0 2.2 1.1
```
Positions in Å, forces in eV/Å.

Summary:
Max |F|   5.3 eV/A
SMILES string   C=CBr
E_HOMO   -0.3617 hartree
Energy above the lowest of the compared OMol25 structures with the same formula, charge and spin   0.143 eV


Record 6
This record from the Open Molecules 2025 dataset describes 2 unconnected molecules or ions with the total composition C2H3Br2N3 in a non-equilibrium geometry. The level of theory is ωB97M-V with the def2-TZVPD basis set.

```
10
Properties=species:S:1:pos:R:3:forces:R:3
Br -2.592 -1.922 -0.162 1.3 1.1 0.0
N -1.108 -0.715 -0.198 -0.9 -1.7 0.4
C -1.075 0.523 -0.751 -0.5 -0.1 0.6
N 0.141 0.969 -0.701 -0.8 1.5 -0.9
N 0.924 0.043 -0.150 -0.6 -2.0 0.4
C 0.163 -0.992 0.172 1.9 -0.9 1.4
H -2.005 1.028 -0.900 0.0 0.4 -0.7
H 0.564 -1.849 0.829 -1.1 1.3 -1.6
Br 3.070 1.574 1.361 0.0 0.4 0.0
H 1.918 1.342 0.499 0.8 0.0 0.5
```
Positions in Å, forces in eV/Å.

Summary:
Max |F|   2.5 eV/A
SMILES string   Brn1cnnc1.Br
E_HOMO   -0.3563 hartree
Energy above the lowest of the compared OMol25 structures with the same formula, charge and spin   2.456 eV


The evaluated gap between HOMO and LUMO for the records listed, in turn: 10.2, 9.3, 9.9, 11.0, 10.9, 8.3 eV.